(1)
Here is a structure of composition C13H37KO9 in a non-equilibrium geometry from OMol25. Energies are from ωB97M-V/def2-TZVPD.

Summary:
**Highest occupied orbital energy**: -0.2445 Ha
**Frontier orbital gap**: 0.171 Ha

Last column: natural (NBO) charge in e.
Geometry (Å):
K 0.35812 4.69939 -4.99807  0.99
O 0.78586 1.47248 -0.61675  -0.72
C 0.84455 0.82339 -1.73482  0.92
O 1.48127 -0.22690 -1.90300  -0.78
O 0.13935 1.30147 -2.63683  -0.90
H 0.01881 2.02194 -0.79371  0.48
C -5.20876 4.18223 -2.21848  -0.62
C -4.87771 5.13238 -3.33565  -0.07
O -4.01304 4.55483 -4.28724  -0.73
H -5.55069 3.23842 -2.64322  0.22
H -5.96262 4.56748 -1.53190  0.22
H -4.29038 4.05842 -1.64459  0.21
H -4.42310 6.07649 -3.03550  0.15
H -5.88823 5.35018 -3.68133  0.16
H -4.36048 4.91002 -5.10864  0.47
C 6.28105 1.82895 -0.84857  -0.63
C 5.98066 0.75056 0.25392  -0.06
O 6.22922 -0.52205 -0.22016  -0.71
H 5.57577 1.67018 -1.66434  0.20
H 7.29793 1.76217 -1.23535  0.20
H 6.13518 2.85838 -0.52131  0.20
H 4.95483 0.83140 0.61340  0.17
H 6.67527 1.08342 1.02517  0.16
H 5.39618 -0.81096 -0.59986  0.48
C 3.18431 -6.16832 1.36215  -0.63
C 2.80928 -5.37956 0.08114  -0.06
O 1.73622 -4.51560 0.37169  -0.73
H 3.70173 -5.53713 2.08464  0.20
H 3.85478 -7.02008 1.24778  0.21
H 2.33369 -6.58364 1.90260  0.21
H 2.60687 -6.12310 -0.68976  0.16
H 3.63404 -4.71060 -0.16458  0.16
H 1.76989 -3.77158 -0.23404  0.48
C -4.01574 -2.31795 -2.57683  -0.64
C -4.35795 -1.45649 -3.76403  -0.05
O -3.26390 -0.80380 -4.26553  -0.72
H -4.79527 -3.03410 -2.31691  0.20
H -3.91512 -1.69983 -1.68470  0.20
H -3.13950 -2.89902 -2.86437  0.22
H -5.15792 -0.78903 -3.44368  0.14
H -4.70578 -2.12179 -4.55429  0.16
H -2.81552 -0.27257 -3.60344  0.48
C 3.32325 -1.83604 4.37545  -0.65
C 1.96901 -1.13626 4.22953  -0.07
O 1.01191 -2.08766 3.75725  -0.73
H 4.04186 -1.14534 4.81664  0.20
H 3.75994 -2.10318 3.41315  0.20
H 3.42910 -2.75830 4.94673  0.22
H 1.93777 -0.32778 3.49914  0.17
H 1.59227 -0.75142 5.17719  0.17
H 1.32029 -2.39090 2.90019  0.47
C -2.58390 2.88260 2.82354  -0.64
C -2.90209 1.71232 3.70526  -0.06
O -3.32416 0.60736 2.92220  -0.71
H -1.94726 2.62320 1.97766  0.22
H -2.09129 3.76239 3.23755  0.21
H -3.47944 3.32627 2.38851  0.20
H -3.65499 1.97408 4.44871  0.15
H -2.08032 1.38119 4.34019  0.16
H -3.36513 -0.14260 3.52011  0.47

Atoms 1-2, force components in eV/Å:
-0.1 -0.6 0.4
0.4 1.3 3.9


(2)
Here is a cluster of 2 separate species, C4H12N2O in total in a non-equilibrium geometry from OMol25. Energies are from ωB97M-V/def2-TZVPD.

Summary:
**SMILES**: CC/C=N/NC.O
**Highest occupied orbital energy**: -0.3157 Ha
**Frontier orbital gap**: 0.352 Ha

Last column: natural (NBO) charge in e.
Geometry (Å):
C 1.48481 -0.17422 1.81189  -0.61
C 1.31897 -1.26912 0.73749  -0.46
C 0.05172 -1.14392 -0.07781  0.03
N -0.13607 -0.11078 -0.77744  -0.23
N -1.24997 -0.08247 -1.61643  -0.44
C -1.68245 -1.35730 -2.14002  -0.46
H 2.17908 -0.47740 2.69274  0.21
H 0.49536 0.00994 2.31634  0.21
H 1.72408 0.81746 1.34550  0.22
H 1.45732 -2.25276 1.15270  0.21
H 2.17689 -1.22717 0.02710  0.21
H -0.72472 -1.91768 0.01688  0.16
H -1.02923 0.46451 -2.44476  0.36
H -2.43791 -1.21555 -2.95889  0.22
H -0.86581 -2.10906 -2.45001  0.18
H -2.25865 -1.89293 -1.29179  0.18
O 0.12632 3.45409 1.54686  -0.93
H -0.15255 3.53600 2.43683  0.46
H 1.08955 3.65205 1.55029  0.47

Atoms 1-2, force components in eV/Å:
-0.5 0.3 1.4
1.0 0.7 -0.5


(3)
Here is a structure of composition C44H53FeN5P2S3Si in a non-equilibrium geometry from OMol25. Energies are from ωB97M-V/def2-TZVPD.

Summary:
**Highest occupied orbital energy (spin up / spin down)**: -0.2530 / -0.2563 Ha
**Frontier orbital gap (spin up / spin down)**: 0.271 / 0.270 Ha
**Multiplicity**: 5

Last column: Mulliken spin population.
Geometry (Å):
Fe 0.46912 0.64535 0.52087  3.57
C 3.90105 2.83597 4.41203  0.01
Si 2.62171 1.89827 5.42095  0.00
C 3.50108 0.57404 6.44734  0.00
C 1.47928 3.05100 6.40101  0.00
C 1.44329 0.87484 4.39387  -0.01
C 0.48637 0.09420 5.05829  0.02
C -0.54552 -0.56958 4.40824  -0.01
C -0.58591 -0.41637 3.05968  0.06
N 0.35320 0.23689 2.39064  -0.02
C 1.37750 0.88727 2.98913  0.05
S 2.51804 1.57590 1.84618  0.10
H 4.51755 3.36957 5.10068  0.00
H 3.41146 3.51486 3.69345  0.00
H 4.51345 2.12946 3.86102  0.00
H 4.27815 1.03038 7.07225  0.00
H 3.95808 -0.13308 5.73500  0.00
H 2.80568 0.05600 7.11946  0.00
H 2.05818 3.85073 6.86569  0.00
H 0.96766 2.53698 7.18874  0.00
H 0.74185 3.49635 5.72713  0.00
H 0.51406 -0.02110 6.13105  0.00
H -1.27414 -1.16930 4.92696  0.00
H -1.44110 -0.76877 2.44702  -0.02
N 1.98000 -0.44387 -0.35736  0.01
C 2.81729 -0.23130 -1.53772  0.01
C 4.18605 0.04644 -1.45617  0.00
C 4.93836 0.15065 -2.62651  0.00
C 4.30355 0.00954 -3.83415  0.00
C 2.94380 -0.21944 -3.95555  -0.01
C 2.16680 -0.36507 -2.77402  -0.01
P 0.34381 -0.57066 -2.67086  0.06
C 0.23453 -2.36668 -2.56235  0.00
C 1.27946 -3.30089 -2.63984  0.00
C 1.02272 -4.66707 -2.50222  0.00
C -0.28096 -5.10483 -2.31762  0.00
C -1.32358 -4.20321 -2.25778  0.00
C -1.07225 -2.84155 -2.38541  0.00
C -0.29037 -0.20873 -4.30630  0.01
C -0.67551 -1.18709 -5.22782  0.00
C -1.07781 -0.80750 -6.49488  0.00
C -0.99154 0.50347 -6.88729  0.00
C -0.56220 1.48301 -6.00593  0.00
C -0.22270 1.12985 -4.69468  0.00
H 2.53344 -0.40171 0.51966  0.02
H 1.52333 -1.35171 -0.43435  -0.02
H 4.67336 0.14787 -0.48863  0.00
H 6.00332 0.34484 -2.52004  0.00
H 4.89659 0.11159 -4.76256  0.00
H 2.50815 -0.27234 -4.95735  0.00
H 2.30554 -2.94815 -2.84261  0.00
H 1.86692 -5.35205 -2.59505  0.00
H -0.48781 -6.19584 -2.30559  0.00
H -2.37622 -4.50765 -2.08864  0.00
H -1.88824 -2.08506 -2.34697  0.00
H -0.59295 -2.25460 -4.97134  0.00
H -1.48409 -1.56846 -7.18172  0.00
H -1.23900 0.78088 -7.92757  0.00
H -0.48040 2.52972 -6.33946  0.00
H 0.22414 1.86235 -4.00651  0.00
S 1.40343 -5.53720 1.32282  0.00
C 1.57436 -3.81140 1.32053  0.00
N 0.49626 -3.07152 1.29250  0.01
C -0.65340 -3.89743 1.28507  0.00
C -1.98211 -3.49364 1.37145  0.00
C -3.01046 -4.39405 1.72884  0.00
C -2.63745 -5.71831 1.97133  0.00
C -1.33550 -6.17520 1.79854  0.00
C -0.33591 -5.27189 1.41084  0.00
H 2.57601 -3.36973 1.43498  0.00
H -2.28954 -2.46043 1.12983  0.01
H -4.05225 -4.05853 1.87636  0.00
H -3.39118 -6.43858 2.34286  0.00
H -1.06642 -7.21659 1.98656  0.00
C -6.45181 -2.25236 0.71318  0.00
C -5.69495 -0.97547 0.38257  0.00
C -6.31731 0.21428 -0.00583  0.00
C -5.50351 1.25863 -0.30445  0.00
N -4.16164 1.23706 -0.24187  0.00
C -3.65155 0.02882 0.08058  0.03
S -1.94860 -0.27313 -0.05865  0.06
N -4.36555 -1.06474 0.43962  0.00
H -7.48885 -2.13178 0.38670  0.00
H -6.47991 -2.43042 1.77840  0.00
H -5.99480 -3.11995 0.20762  0.00
H -7.41895 0.32678 -0.02091  0.00
H -5.85869 2.25635 -0.56333  0.00
C 0.72024 4.33486 1.86324  0.01
C -0.29413 3.98584 0.77126  -0.01
P 0.19755 2.65768 -0.40980  0.04
C 1.67510 3.20804 -1.39175  0.00
C 1.97529 4.70443 -1.52425  0.00
C -1.22665 2.87094 -1.57975  0.02
C -1.23641 4.17968 -2.34502  0.00
H 0.39995 5.21970 2.40038  0.00
H 1.71073 4.57076 1.46666  0.00
H 0.86545 3.50921 2.57392  0.00
H -0.53075 4.85809 0.18784  0.00
H -1.20354 3.60726 1.24844  0.00
H 1.57150 2.72657 -2.37245  0.00
H 2.50828 2.72289 -0.87303  0.00
H 1.19737 5.22123 -2.08496  0.00
H 2.92495 4.77988 -2.05813  0.00
H 2.10331 5.19217 -0.55083  0.00
H -2.10915 2.78418 -0.93869  0.01
H -1.22327 1.99233 -2.22849  0.00
H -1.02967 5.04287 -1.71653  0.00
H -2.20132 4.30671 -2.81733  0.00
H -0.53018 4.14047 -3.16039  0.00

Atoms 1-2, force components in eV/Å:
-1.1 -0.6 -1.3
-1.1 -0.3 -0.2


(4)
Here is an isolated molecule of C18H24N2O4S in a non-equilibrium geometry from OMol25. Energies are from ωB97M-V/def2-TZVPD.

Summary:
**SMILES**: COc1ccc(S(=O)(=O)N2[C@@H]3CC[C@H]2C[C@H](NC(=O)C2CC2)C3)cc1
**Highest occupied orbital energy**: -0.3278 Ha
**Frontier orbital gap**: 0.350 Ha

Last column: natural (NBO) charge in e.
Geometry (Å):
C -7.69215 -0.17842 0.51798  -0.25
O -6.67378 0.62857 1.06465  -0.48
C -5.44972 0.62107 0.48605  0.32
C -5.09644 -0.15179 -0.61990  -0.27
C -3.81051 -0.07700 -1.12603  -0.15
C -2.88487 0.76276 -0.54262  -0.37
S -1.22549 0.79064 -1.19307  2.34
O -1.25572 0.56932 -2.60939  -0.94
O -0.55732 1.97281 -0.71128  -0.95
N -0.64337 -0.61160 -0.50720  -0.71
C 0.33012 -1.40832 -1.23457  -0.05
C 0.45271 -2.65435 -0.34404  -0.42
C 0.10445 -2.14026 1.06702  -0.41
C -0.16155 -0.63892 0.86098  -0.03
C 1.12009 0.19056 0.99798  -0.44
C 2.21182 -0.33349 0.05685  -0.06
N 3.29693 0.61932 -0.03163  -0.61
C 4.58460 0.29237 0.23313  0.68
O 4.91417 -0.81784 0.60540  -0.65
C 5.55586 1.40714 0.03510  -0.34
C 6.77211 1.43278 0.92526  -0.40
C 6.91756 1.04559 -0.50342  -0.39
C 1.64293 -0.62749 -1.33803  -0.42
C -3.22143 1.53553 0.55483  -0.16
C -4.49824 1.46579 1.06933  -0.26
H -8.57111 0.00269 1.13425  0.20
H -7.91218 0.10041 -0.51683  0.18
H -7.43108 -1.24004 0.56363  0.18
H -5.81092 -0.80760 -1.09075  0.22
H -3.51398 -0.65682 -1.98514  0.24
H -0.06194 -1.62020 -2.23039  0.23
H 1.45330 -3.07696 -0.39826  0.22
H -0.25887 -3.41435 -0.66248  0.22
H 0.90958 -2.30189 1.78022  0.22
H -0.79253 -2.62976 1.44351  0.22
H -0.93833 -0.24939 1.52475  0.22
H 1.47534 0.16671 2.02942  0.22
H 0.88429 1.22257 0.73315  0.24
H 2.66387 -1.24079 0.46992  0.23
H 3.06138 1.54045 -0.36570  0.40
H 5.12707 2.35395 -0.26692  0.21
H 7.14038 2.39347 1.25123  0.21
H 6.84048 0.64865 1.66347  0.23
H 7.08473 0.00242 -0.72330  0.23
H 7.38758 1.73208 -1.19096  0.22
H 2.37577 -1.18263 -1.92566  0.22
H 1.42676 0.31371 -1.85043  0.21
H -2.47793 2.19167 0.97876  0.24
H -4.79441 2.05687 1.92110  0.23

Atoms 1-2, force components in eV/Å:
-0.2 -0.1 -0.1
0.3 0.2 0.1


(5)
Here is a structure of composition C26H30CaF6IN4O2PS3 from OMol25. Energies are from ωB97M-V/def2-TZVPD.

Summary:
**Highest occupied orbital energy (spin up / spin down)**: -0.4087 / -0.4186 Ha
**Charge**: +1
**Frontier orbital gap (spin up / spin down)**: 0.324 / 0.221 Ha
**Multiplicity**: 2

Last column: natural (NBO) charge in e.
Geometry (Å):
Ca -1.41917 1.58080 2.21280  1.79
S -0.95568 -1.11448 1.19245  0.07
C 0.42942 -1.70972 1.95922  -0.22
N 1.25733 -0.96325 2.67323  -0.40
C 2.25771 -1.73641 3.17983  0.06
C 3.29719 -1.25210 4.00244  -0.17
C 4.22781 -2.13784 4.46696  -0.20
C 4.16173 -3.51003 4.12389  -0.16
C 3.16895 -4.00412 3.31490  -0.25
C 2.20473 -3.10485 2.84125  -0.13
S 0.83354 -3.39466 1.85477  0.46
H 3.34193 -0.19810 4.23902  0.23
H 5.03125 -1.79152 5.10267  0.23
H 4.91502 -4.18401 4.50938  0.23
H 3.13640 -5.05214 3.05132  0.23
F -1.03237 3.66088 2.91535  -0.65
P -2.59593 4.26683 3.35685  2.62
F -4.06841 4.68536 3.69154  -0.55
F -3.19655 2.87772 2.50349  -0.66
F -2.49229 3.30115 4.62470  -0.58
F -1.91457 5.46489 4.09956  -0.55
F -2.60572 5.01423 1.95412  -0.57
O -1.17272 2.21903 0.14479  -1.11
S -1.25733 3.58762 -0.57601  1.24
C -2.95670 3.68206 -1.19025  -0.59
C -2.87299 3.80886 -2.71091  -0.41
C -1.71450 2.91045 -3.14000  -0.42
C -0.56161 3.27716 -2.21056  -0.60
H -3.46718 4.49544 -0.67932  0.26
H -3.39481 2.73065 -0.88376  0.24
H -2.67015 4.84453 -2.99182  0.22
H -3.82020 3.52719 -3.16916  0.24
H -1.43770 3.05710 -4.18304  0.24
H -1.97547 1.85841 -3.00928  0.22
H -0.06532 4.19948 -2.51729  0.24
H 0.18958 2.50126 -2.06840  0.26
I -3.25942 -0.38508 4.19997  0.19
C -1.55350 0.32693 5.18953  0.11
C -1.42584 0.12510 6.55567  -0.28
C -0.31894 0.67011 7.17849  -0.12
C 0.61504 1.37020 6.42589  -0.23
C 0.40662 1.48728 5.06964  0.06
N -0.66585 0.97101 4.45108  -0.59
H -2.17516 -0.42172 7.10836  0.25
H -0.19090 0.55527 8.24681  0.24
H 1.48286 1.82418 6.88166  0.24
H 1.11228 2.01371 4.43917  0.21
C 2.09369 -3.52643 -2.88585  -0.62
C 0.97683 -3.47252 -3.91724  -0.21
N 1.12009 -2.38614 -4.88074  -0.43
C 2.13863 -2.52127 -5.92701  -0.22
C 3.34919 -1.63185 -5.69401  -0.62
C 0.32631 -1.29204 -4.93122  0.66
O 0.40847 -0.45042 -5.81417  -0.61
C -0.68742 -1.09196 -3.83893  -0.15
C -2.04307 -1.12848 -4.13320  -0.13
C -2.95125 -0.86229 -3.12166  -0.25
C -2.46352 -0.55871 -1.86037  0.03
N -1.16630 -0.48823 -1.56930  -0.42
C -0.30500 -0.75487 -2.54913  0.03
H 1.88204 -4.29520 -2.14092  0.22
H 2.20138 -2.57145 -2.36901  0.20
H 3.05240 -3.76596 -3.34743  0.22
H 0.00846 -3.38235 -3.42973  0.21
H 0.95340 -4.40731 -4.48306  0.20
H 1.67266 -2.27334 -6.88044  0.23
H 2.42526 -3.57325 -5.95356  0.20
H 3.06872 -0.58269 -5.77265  0.23
H 4.11740 -1.83465 -6.44090  0.22
H 3.78348 -1.80654 -4.70851  0.20
H -2.37334 -1.36211 -5.13743  0.24
H -4.01674 -0.88488 -3.30499  0.23
H -3.15179 -0.36149 -1.04294  0.19
H 0.74757 -0.66836 -2.29661  0.20

Atoms 1-2, force components in eV/Å:
0.3 -0.6 0.0
0.0 -0.3 0.0


(6)
Here is a cluster of 2 separate species, C12H17N in total in a non-equilibrium geometry from OMol25. Energies are from ωB97M-V/def2-TZVPD.

Summary:
**Highest occupied orbital energy (spin up / spin down)**: 0.0250 / -0.1044 Ha
**Charge**: -1
**Frontier orbital gap (spin up / spin down)**: 0.098 / 0.227 Ha
**Multiplicity**: 2

Last column: natural (NBO) charge in e.
Geometry (Å):
C -3.57303 -1.19039 1.27597  -0.43
C -3.12804 0.27337 1.26516  -0.61
C -4.84469 -1.61115 1.82523  -0.61
H -3.40543 -1.50295 0.16221  0.21
H -2.67009 -1.72416 1.81364  0.20
H -3.51402 0.94656 0.40137  0.21
H -4.79072 -1.61192 2.93490  0.20
H -5.74448 -1.03813 1.49014  0.20
H -1.98085 0.36559 1.22306  0.25
H -3.54934 0.67475 2.32721  0.17
H -5.12544 -2.69594 1.57589  0.21
C 2.87626 2.83180 -0.04587  -0.62
C 1.25915 -0.65103 -0.14224  0.17
C 1.43237 0.70465 -0.70316  -0.15
C 2.37366 1.45751 0.16827  -0.10
C 2.73868 0.56727 1.19729  -0.20
C 0.49441 -1.54600 -0.72987  -0.40
C -0.20442 -1.16448 -1.95322  -0.37
C 0.02387 0.12708 -2.52138  -0.23
C 0.88484 0.99814 -1.93183  -0.36
N 2.02323 -0.66830 1.03325  -0.58
H 0.55097 -2.58379 -0.42292  0.18
H -0.87723 -1.94746 -2.33576  0.18
H 1.84275 -1.25575 1.75768  0.37
H -0.53093 0.20159 -3.52818  0.18
H 3.39702 0.78069 1.93548  0.17
H 1.12535 1.81462 -2.63682  0.18
H 3.52755 2.80630 -1.01862  0.20
H 3.48410 3.08937 0.88441  0.19
H 2.09982 3.57808 -0.02254  0.20

Atoms 1-2, force components in eV/Å:
5.0 -0.9 -3.1
-0.5 1.9 1.7


The evaluated electronic energy for the records listed, in turn: -1794.46229, -344.27976, -5412.78243, -1508.94745, -4488.84193, -522.09452 a.u..